Here is a structure of composition C16H18B2Cl5F4IrN4O4Te from OMol25. Energies are from wB97M-V/def2-TZVPD.

## Properties
- electronic energy (eV) = -115973.9425
- HOMO-LUMO gap (alpha / beta) (eV) = 4.71 / 4.71
- 2S+1 = 2
- charge = +3
- HOMO energy (alpha / beta) (eV) = -18.1 / -18.1
- LUMO energy (alpha / beta) (eV) = -13.4 / -13.4

Geometry (Å):
Ir -0.41 -0.59 -0.10
Te 1.39 2.49 1.72
Cl -1.76 -3.56 0.10
Cl -1.49 -5.79 -1.99
Cl 0.24 -5.34 -4.46
Cl 1.80 -2.77 -4.94
Cl 1.66 -0.49 -2.91
F -2.10 -0.71 -2.78
F 1.48 -2.56 0.91
F -3.68 0.99 -2.76
F 2.68 -1.90 2.81
O 0.44 -1.32 2.64
O 2.18 -0.29 1.17
O -3.30 -0.16 -0.80
O -1.63 1.42 -1.80
N 1.47 0.05 0.14
N -0.60 -1.15 1.81
N -0.52 1.04 -1.19
N -2.45 -0.64 0.10
C -2.09 -1.67 3.66
C 0.85 -2.90 -3.55
C 0.74 -1.90 -2.62
C 0.11 -4.13 -3.36
C -4.30 -0.74 1.70
C -1.82 -1.25 2.27
C -2.89 -0.87 1.30
C 0.58 3.07 -2.00
C 0.52 1.85 -1.16
C 1.66 1.45 -0.26
C -0.71 -4.31 -2.19
C 1.20 4.52 1.16
C -0.83 -3.27 -1.30
C 3.40 2.57 2.36
C 3.06 1.75 -0.79
C -0.14 -2.01 -1.49
B -2.73 0.33 -2.12
B 1.72 -1.67 1.93
H 2.08 4.84 0.62
H -4.83 -0.08 1.01
H -3.13 -1.95 3.80
H 3.81 1.36 -0.10
H 3.73 1.55 2.56
H -4.79 -1.72 1.68
H 0.97 3.93 -1.45
H 4.00 3.06 1.60
H 1.28 2.88 -2.81
H -4.39 -0.35 2.71
H 3.38 3.16 3.28
H 3.22 1.28 -1.76
H -1.85 -0.84 4.34
H 0.28 4.65 0.59
H 1.12 5.06 2.10
H -1.43 -2.49 3.93
H -0.39 3.31 -2.42
H 3.22 2.83 -0.90

Here is an isolated molecule of C22H29NO4 from OMol25. Energies are from wB97M-V/def2-TZVPD.

## Properties
- electronic energy (eV) = -32964.3888
- HOMO-LUMO gap (eV) = 8.65
- 2S+1 = 1
- charge = 0
- HOMO energy (eV) = -7.8
- LUMO energy (eV) = 0.8

Geometry (Å):
O -0.71 -2.04 -2.08
O -3.75 -1.55 -1.89
O -1.24 -0.07 -3.00
O 0.31 2.25 2.99
N 1.38 -0.14 0.66
C 3.33 1.08 1.46
C 1.35 1.39 2.97
C 4.53 1.58 0.96
C 2.61 1.85 2.38
C -0.79 -1.23 0.47
C -0.40 1.04 -0.49
C 2.80 -0.23 0.96
C 0.73 -1.42 0.50
C 4.28 3.59 2.25
C 1.09 0.72 -0.47
C -3.71 -1.00 -0.60
C -0.71 1.63 3.61
C 1.00 0.23 3.61
C -0.46 -2.60 -3.37
C -1.74 -2.98 -4.09
C -0.34 0.39 4.02
C -1.24 -0.24 -0.60
C 5.01 2.81 1.36
C -1.08 -0.77 -2.03
C -2.72 0.15 -0.41
C -4.33 -0.71 -2.87
C 3.09 3.11 2.75
H -1.25 -2.20 0.31
H 1.66 1.65 -0.35
H 4.65 4.56 2.55
H 3.38 -0.55 0.08
H -2.28 -2.09 -4.38
H -0.62 1.70 -1.33
H 0.99 -2.05 1.35
H -2.96 0.94 -1.12
H 2.93 -0.99 1.73
H -1.63 2.17 3.69
H -1.50 -3.56 -4.98
H 1.63 -0.62 3.78
H 1.06 -1.92 -0.43
H -0.65 1.55 0.44
H -2.85 0.55 0.60
H 1.39 0.25 -1.42
H 0.11 -1.88 -3.97
H -4.72 -0.64 -0.32
H -0.94 -0.32 4.55
H -5.25 -0.25 -2.49
H 5.08 0.99 0.25
H -1.09 -0.84 1.44
H -2.38 -3.57 -3.43
H 0.15 -3.49 -3.17
H -3.64 0.06 -3.20
H -3.45 -1.83 0.06
H 2.52 3.70 3.45
H 5.95 3.18 0.96
H -4.58 -1.36 -3.71

Here is a cluster of 7 separate species, C12H36ClO6S2 in total from OMol25. Energies are from wB97M-V/def2-TZVPD.

## Properties
- electronic energy (eV) = -59500.4490
- HOMO-LUMO gap (eV) = 8.68
- 2S+1 = 1
- charge = -1
- HOMO energy (eV) = -5.9
- LUMO energy (eV) = 2.8

Geometry (Å):
Cl -0.85 0.21 -0.07
S 0.79 -3.90 0.76
S -2.82 -0.44 2.96
O -3.77 0.54 -0.28
O 1.09 -5.27 1.28
O -3.79 -0.63 4.10
O 1.59 1.69 1.01
O -0.39 2.12 -2.51
O 1.25 -1.82 -1.42
C 2.82 1.28 0.65
C -5.75 1.32 -1.39
C 1.57 -2.65 1.81
C 1.04 2.15 -2.68
C 2.62 -1.54 -1.65
C -0.84 -3.58 1.19
C -1.18 -0.47 3.64
C 3.95 2.22 1.16
C -4.13 1.24 -1.56
C 3.34 -2.86 -2.23
C -2.89 1.27 2.79
C 1.29 3.09 -3.85
H 4.37 -2.73 -2.46
H -6.08 1.96 -2.18
H 1.34 -1.69 1.38
H -1.02 -1.53 3.79
H 4.12 2.12 2.31
H -1.16 0.12 4.72
H 2.73 1.29 -0.33
H 3.36 -1.09 -0.89
H 0.90 1.08 0.56
H 3.62 3.34 0.94
H -6.09 0.37 -1.50
H -2.72 1.79 3.85
H -1.13 -3.64 2.31
H 2.82 -2.65 1.97
H 0.65 4.12 -3.69
H -1.60 -4.31 0.86
H 3.06 0.28 1.07
H -3.55 1.79 2.02
H 2.58 -0.74 -2.41
H -1.11 -2.64 0.77
H 2.48 3.18 -3.74
H -0.38 0.00 2.90
H -3.81 0.44 -2.48
H 1.19 -2.95 2.78
H -2.04 1.51 2.10
H 0.88 -0.86 -1.01
H 0.98 2.47 -4.85
H 4.67 2.03 0.53
H 2.74 -3.33 -3.04
H -3.62 2.15 -1.28
H -6.10 1.82 -0.50
H 1.43 2.73 -1.76
H -0.50 1.50 -1.81
H 1.60 1.30 -2.99
H -2.90 0.33 -0.39
H 3.36 -3.53 -1.27